{"formula": "C48H120N8", "method": "ωB97M-V with the def2-TZVPD basis set", "species": ["N", "N", "N", "N", "N", "N", "N", "N", "C", "C", "C", "C", "C", "C", "C", "C", "C", "C", "C", "C", "C", "C", "C", "C", "C", "C", "C", "C", "C", "C", "C", "C", "C", "C", "C", "C", "C", "C", "C", "C", "C", "C", "C", "C", "C", "C", "C", "C", "C", "C", "C", "C", "C", "C", "C", "C", "H", "H", "H", "H", "H", "H", "H", "H", "H", "H", "H", "H", "H", "H", "H", "H", "H", "H", "H", "H", "H", "H", "H", "H", "H", "H", "H", "H", "H", "H", "H", "H", "H", "H", "H", "H", "H", "H", "H", "H", "H", "H", "H", "H", "H", "H", "H", "H", "H", "H", "H", "H", "H", "H", "H", "H", "H", "H", "H", "H", "H", "H", "H", "H", "H", "H", "H", "H", "H", "H", "H", "H", "H", "H", "H", "H", "H", "H", "H", "H", "H", "H", "H", "H", "H", "H", "H", "H", "H", "H", "H", "H", "H", "H", "H", "H", "H", "H", "H", "H", "H", "H", "H", "H", "H", "H", "H", "H", "H", "H", "H", "H", "H", "H", "H", "H", "H", "H", "H", "H"], "positions_angstrom": [[3.25166, -3.89398, 0.11276], [5.80323, -1.28748, -0.45996], [-1.11264, -2.36294, -2.66337], [-3.37634, 4.26067, -1.08854], [-0.44303, -0.29947, 5.83767], [-4.67378, -2.43319, 0.06719], [0.45935, 0.61054, 0.40232], [1.33973, 4.77595, -3.09766], [-1.95918, 0.12763, 0.17687], [-1.96060, 4.53447, -1.29139], [-1.06075, -0.40145, 4.47544], [0.92985, 3.48457, -2.66424], [2.85162, -3.22278, 1.40347], [-2.87583, -1.66511, 1.50771], [-1.72442, 6.06738, -1.50237], [-1.30817, -3.41906, -1.69332], [2.78352, 4.91215, -3.35409], [6.12484, 0.06483, -0.86202], [0.98997, -4.74549, -0.63386], [5.33015, -2.04852, -1.61447], [0.14503, -1.61795, -2.70571], [2.60905, -1.82032, 1.21063], [6.86024, -1.93707, 0.34848], [-0.92074, -2.65172, 6.50478], [-0.34974, 0.49409, 3.40657], [-1.71154, 1.92551, 6.38615], [0.64531, 5.94853, -2.49474], [-4.94893, 5.84181, -0.01780], [0.26319, 1.88735, 1.14642], [3.56074, 4.79899, -2.09687], [-3.89630, 4.74316, 0.17538], [-0.03709, 3.10315, 0.39973], [-6.31592, -2.09238, -1.77492], [-0.50817, 3.09031, -3.03015], [-6.04418, -2.05073, -0.23004], [-4.99454, -4.95816, 0.41183], [3.87021, -1.84958, -1.84199], [-2.32622, -0.66296, -4.07285], [-4.31853, -3.80122, -0.32433], [3.81867, -5.26579, 0.22509], [-0.31121, 1.07069, 6.33871], [1.36152, -2.47151, -2.24400], [6.24737, 1.07903, 0.27067], [2.19986, -3.86484, -0.94465], [5.00475, -5.42757, 1.08101], [-4.33780, -1.99523, 1.42834], [-1.12401, -1.14502, 6.77726], [0.42573, 7.03740, -3.60151], [-5.27558, 2.60825, -1.29919], [-1.51852, -2.98686, -0.25892], [1.70875, 0.49743, -0.36309], [-2.41534, -1.54517, -2.86075], [-3.77579, 2.89140, -1.34737], [-0.60053, 0.14755, -0.48886], [2.87511, 0.38455, 0.52324], [6.20709, -3.05119, 1.17965], [-2.67724, -1.27586, 2.50628], [3.44029, -2.67087, -2.41537], [-1.92041, -0.26449, 1.19316], [3.00351, 4.19254, -4.14268], [2.09052, -1.37790, 2.06121], [3.35073, -1.72345, -0.89208], [1.16243, 6.31554, -1.60818], [2.73897, -0.30692, 1.35477], [-5.71389, 2.55568, -0.30259], [2.02351, -1.54861, 0.33233], [-1.54180, 4.03257, -2.16363], [5.96722, -4.95345, 0.88873], [-1.07555, 3.09093, -2.09946], [-6.33364, -3.09834, -2.19424], [-0.30123, -0.86143, -0.77254], [1.26813, -2.89017, -1.24195], [1.30672, -5.77818, -0.48784], [3.70335, -0.96377, -2.45485], [3.37198, 5.46684, -1.25637], [1.18429, 2.14726, 1.66807], [0.12646, -2.77887, 6.77920], [7.35179, -1.23991, 1.02704], [-5.72333, 3.29716, -2.01545], [-4.48101, -3.79001, -1.40210], [5.25777, 1.13931, 0.72360], [0.35152, 1.55523, 5.62170], [-0.79432, -0.87418, 7.78029], [0.17244, 1.27841, 7.29319], [7.01155, 0.03129, -1.49506], [-2.11333, -0.12921, 4.55330], [0.72406, 0.36328, 3.27266], [-1.01949, 3.64341, -3.81801], [1.33619, 7.47856, -4.00716], [-0.68932, 0.68215, -1.43459], [-0.19568, 7.85455, -3.23517], [2.97050, 5.91965, -3.72568], [2.76577, -4.25985, -1.78834], [-6.68989, -2.61871, 0.43972], [-2.07231, -4.14132, -1.98064], [3.61142, -1.43476, 1.02434], [3.76757, -0.07446, 0.09788], [-4.85792, -5.93796, -0.04581], [-0.41854, -4.04705, -1.74122], [4.12084, -5.69817, -0.72876], [1.98616, -3.72158, 1.83966], [-0.61739, 1.54763, 3.48734], [-5.73599, 5.40276, -0.63089], [-5.41784, 1.60516, -1.70127], [0.16847, -4.77340, -1.34973], [-2.60305, -0.80080, -2.08694], [-2.69137, -0.45621, -0.38092], [-7.18086, -1.53063, -2.12764], [-1.57820, 2.90048, 6.85493], [-4.99279, -1.16884, 1.70436], [-5.46073, 6.20935, 0.87163], [-0.18727, 6.60863, -4.39428], [-4.30724, -2.81116, 2.15044], [0.17615, -1.32515, -3.75519], [4.56603, 5.11384, -2.37683], [-2.20460, 1.97893, 5.41551], [0.53076, -4.54223, 0.33356], [6.39150, 2.12830, 0.01307], [-2.50226, 1.44519, 6.96245], [-4.45930, 6.69656, -0.48443], [2.27598, -1.88144, -2.18333], [1.64270, -0.46891, -0.86303], [-1.45902, -3.31394, 7.18289], [-0.32459, 3.85772, 1.13190], [1.14589, 3.34174, -1.60545], [0.79597, 3.44149, -0.21641], [-5.46277, -1.68652, -2.31853], [5.34883, 0.40548, -1.54748], [7.05695, 0.80440, 0.94688], [1.91823, 1.23061, -1.14198], [3.06523, 1.37765, 0.93033], [-1.10669, -3.15286, 5.55484], [-2.44064, -2.42914, -0.09538], [-3.30552, -0.27317, -4.35058], [-0.65081, 6.25535, -1.49078], [-0.87635, 2.99169, -0.28681], [-2.20867, -2.50117, 1.29794], [-4.55324, -5.10461, 1.39768], [-6.26527, -1.01381, 0.02297], [-3.18714, -2.31486, -2.85856], [-3.32141, 2.13966, -0.70197], [-0.80662, 0.25450, 2.44638], [-2.11465, 6.69160, -0.69853], [-0.35344, 5.66619, -2.16176], [7.67008, -2.36624, -0.24150], [3.65734, -3.33032, 2.12966], [-2.19621, -0.97381, 6.87315], [3.50836, 3.78362, -1.70396], [-0.70718, -2.30025, -0.01726], [5.42604, -2.75135, 1.87834], [1.44651, -3.31388, -2.93050], [-3.15640, 5.19112, 0.83869], [-2.60902, -0.95119, 0.72846], [7.09069, -3.50981, 1.62352], [-2.30016, 1.16250, 0.20650], [5.85142, -3.86434, 0.54690], [4.83279, -5.25039, 2.14267], [-4.21989, 3.89939, 0.78485], [-0.46979, 1.72091, 1.93582], [-0.50011, 2.05748, -3.37843], [5.50684, -3.12125, -1.53612], [1.65450, 2.79295, -3.09396], [-6.08009, -4.86225, 0.43377], [-1.30618, -3.74725, 0.49263], [-2.09037, 6.48405, -2.44076], [1.84561, -2.88352, -1.26026], [-3.25458, -4.03380, -0.36927], [-1.09041, -1.44666, 4.16761], [-1.91562, -1.21375, -4.91909], [-0.00790, -0.68061, -2.17082], [-1.42753, 4.32467, -0.36407], [5.30313, -6.47370, 1.01259], [3.04728, -5.92705, 0.61981], [-1.64478, 0.17889, -3.95028], [-3.44503, 2.56295, -2.33267], [5.88618, -1.69986, -2.48474]], "forces_ev_per_a": [[0.3213, -0.7308, 0.3627], [0.4199, 0.0319, 1.0347], [-2.8381, 0.2487, -0.1623], [-0.2981, -0.1757, -0.2973], [-0.0026, 0.0646, -0.0350], [0.4420, 0.7373, 0.4869], [0.2387, 0.8411, -0.5934], [-0.2059, 1.8567, -0.9874], [2.9342, 4.8419, -1.5988], [-1.6249, 4.1056, 0.8842], [1.2861, 1.0929, 0.6159], [0.7860, -0.1323, -0.3863], [-0.1002, -3.9306, -0.7404], [-1.5536, -1.4217, 2.1325], [-2.2418, 0.8777, 2.0064], [0.5122, -0.1576, -0.4032], [-2.3475, 1.0265, 0.4432], [0.2538, 0.6453, -0.7126], [0.8388, -1.8623, 1.0867], [0.8622, -0.0014, 0.3227], [-0.4456, 0.1052, -1.4630], [0.3614, -1.8643, -0.0597], [-1.6589, -0.0027, 0.2658], [1.0470, -0.2178, 1.1908], [-1.6795, -1.2964, 0.9011], [0.8221, -1.2814, 0.0308], [2.6537, -1.5776, -3.6926], [-0.3637, -0.6883, -0.1399], [0.7924, -1.3133, 0.1169], [1.7424, -0.4770, 0.4347], [-0.1135, 0.6768, 0.9444], [-0.4960, 0.2929, -0.7981], [0.3784, -0.6992, 0.3174], [1.5968, -2.6875, -0.2898], [-0.2033, -0.0028, -1.6306], [-0.2845, -0.2344, -0.1756], [1.5630, 0.5234, -0.5616], [0.0845, -0.3955, -1.1895], [-0.3266, -0.4455, -0.7634], [-0.8784, 1.0831, 0.2225], [-1.9445, 1.6871, -1.4184], [-8.0450, 7.3923, -8.4761], [-0.4540, -0.1136, 0.0997], [6.5573, -7.7374, 6.3441], [1.5530, -2.5864, 1.7750], [1.1062, -1.7463, 0.0042], [-1.0201, -1.0108, -0.0093], [-0.3603, -0.3260, 0.9447], [0.4867, -0.1838, -0.7032], [1.7356, 0.3300, -1.6575], [-0.3424, -0.8393, 0.0895], [2.4906, -0.4881, 0.3294], [-0.0717, -0.8320, -0.0638], [-0.4773, 0.0731, 1.2781], [1.0870, 2.7122, 1.3712], [1.9587, 1.0942, -1.3046], [0.1241, 0.3607, 0.1681], [1.4372, 0.1135, 0.2250], [2.0441, 2.8128, -0.6915], [0.5759, -0.0872, 0.2249], [0.1019, -0.4960, 0.3157], [0.5186, -0.2935, -0.5586], [0.2252, 0.3219, 0.2623], [-0.4211, 3.7326, -0.4619], [-0.0697, 0.6454, -0.0842], [-0.2624, -0.8133, 0.4455], [-2.2830, 2.5949, 1.5626], [-1.0393, -1.9272, -0.1219], [1.4260, -2.6142, -1.4647], [-0.5539, -0.1900, 0.2287], [-0.4012, 0.6154, 0.8190], [-19.4556, 2.1488, -1.0012], [0.2251, -0.1520, -0.2515], [-0.0260, 0.3682, -0.0284], [-0.8842, 0.2454, -0.2954], [0.2440, -0.6973, 0.3119], [0.2148, -0.5446, -0.3989], [-0.2764, 0.3353, -0.1704], [-0.6310, 0.1007, 0.4547], [-0.6859, -0.4839, -0.1018], [0.3600, -0.3918, 0.7186], [-0.1366, 0.3383, -0.0523], [0.4868, -0.4012, 0.0522], [0.0098, -1.1638, 0.2247], [0.6011, 0.2270, -0.1210], [-0.3315, 0.3270, -0.1566], [-0.0834, -0.0498, 0.3691], [0.2707, 0.4388, 0.1715], [0.0148, -0.1920, 0.0198], [0.1369, 0.6110, -0.2088], [0.1479, 0.2207, 0.3425], [-0.2031, -0.0171, -0.4704], [-0.4745, -0.1107, -0.1864], [-0.7742, -0.3800, -0.4980], [-0.5252, 0.3396, -0.4789], [-0.1509, -0.7702, 0.5390], [-0.0811, 1.0029, -0.6214], [0.3713, 0.1250, -0.5361], [-2.2156, 2.3554, -1.1690], [-0.4650, 0.5465, -0.6011], [-0.3358, -0.3915, 0.2015], [0.2628, -0.1328, 1.0516], [-0.0060, 0.4524, -0.3901], [-0.0089, -0.1328, -0.1276], [2.3014, -1.8046, 1.0472], [-0.1193, -0.5608, 0.6115], [0.2525, 0.9524, -0.9223], [-0.1831, -0.1595, 0.3892], [0.1955, 0.0871, -0.3671], [0.1576, -0.1335, 0.1867], [0.3333, -0.2071, 0.3948], [0.3535, -0.2506, -0.1745], [-1.7127, -0.3388, 0.3692], [0.6909, 0.0967, -0.3216], [0.5735, -0.6977, 0.2788], [0.4776, 0.4771, -0.2687], [0.0536, 0.5229, 0.0036], [0.4454, -0.1582, -0.7844], [0.3155, -0.3751, 0.4715], [-0.2659, -0.1037, -0.3081], [-2.4587, 0.0854, -0.8836], [-0.2841, 0.3722, -0.4637], [-0.2662, 0.4251, 0.4467], [0.0774, 0.3352, -0.1129], [-0.4053, -0.0922, -0.3470], [-0.2033, 0.2304, 0.8399], [0.2467, 0.4788, 0.3814], [-0.2630, 0.0390, 0.0391], [-0.3440, 0.0685, 0.2904], [-0.4872, 0.4315, -0.2492], [0.5898, 0.2596, -0.0493], [0.0165, 0.9321, -0.4311], [0.8853, -0.9976, -1.5601], [-0.0342, 0.0566, 0.0083], [-3.1580, 2.1425, 3.2129], [0.5878, -0.8468, 0.6316], [-1.0157, 0.3719, 2.3090], [-0.3743, 0.3414, 0.2654], [0.6453, 0.1590, 0.3327], [-0.2059, 0.3390, -0.2520], [0.2531, 0.2541, 0.4572], [0.2407, -0.6723, 0.4537], [-0.6395, -0.1855, 0.1766], [3.3600, -2.3634, -3.2219], [0.1166, -0.1367, -0.4648], [-0.0770, -0.2571, -0.0700], [-0.5910, 0.4064, -0.5113], [0.4714, -0.0913, 0.0667], [0.0505, 0.1956, 0.0687], [0.4490, 0.1399, -0.0444], [0.0054, 0.0708, 0.3278], [0.7747, -0.0253, -0.3233], [-2.9751, -4.4918, 2.7172], [-0.2091, -0.2620, 0.9711], [-0.1741, -0.0218, 0.2131], [-0.0244, 3.1117, -0.3786], [-0.1613, 0.1231, 0.0795], [-0.5908, -0.0897, -0.0360], [0.2828, 0.5881, -1.3868], [0.1417, -0.1959, -0.2088], [0.2586, 0.0704, 0.4759], [-0.1414, -0.2688, -0.4917], [-0.0281, 0.2317, 0.4607], [-0.8222, -0.5294, -0.1807], [-0.1860, -0.2440, -0.1361], [18.9489, -1.3719, 3.9707], [-0.4247, 0.4897, 0.8491], [0.4658, 0.0318, 0.0620], [-0.1997, -0.1286, -0.2198], [1.0734, -0.6405, -0.9535], [-0.3925, 0.5172, -0.8207], [-0.3806, -0.5300, 0.2197], [-0.1143, -0.3745, 0.1114], [-0.1003, 0.0701, 0.3457], [0.1427, 0.4301, -0.3307], [0.2270, -0.1565, -0.4457]], "energy_ha": -2337.53318, "multiplicity": 1, "gap_ha": 0.285, "relative_energy_kj_mol": 3209.1, "lumo_energy_ev": 0.61}